1.
Computed, not measured: one molecule with the formula CH3ClO3S2, with ωB97M-V with the def2-TZVPD basis set.

```
! wB97M-V def2-TZVPD RIJCOSX def2/J DEFGRID3
* xyz 0 1
C -1.2042 -0.2739 0.3628
O 1.3810 -0.1061 -2.2735
O 0.6749 1.0846 1.5713
O -0.2840 1.9636 -0.5451
S 1.9671 0.1032 -0.9547
S 0.2105 0.8292 0.2590
Cl 1.5048 -1.9129 0.4885
H -1.6584 -0.5974 1.3308
H -1.9506 0.0778 -0.3555
H -0.6411 -1.1681 0.1163
*
```

## Properties
max |F|	4.816	eV/A
energy relative to the best compared isomer or geometry (same formula, charge and spin)	37.78	kcal/mol
orbital gap (alpha / beta)	7.75 / 7.75	eV
HOMO level (alpha / beta)	-10.6 / -10.6	eV
E_tot	-41417.93354	eV


2.
Computed, not measured: a 2-piece molecular cluster, CH3ClOSi overall, with ωB97M-V with the def2-TZVPD basis set.

```
! wB97M-V def2-TZVPD RIJCOSX def2/J DEFGRID3
* xyz 0 1
C 0.2340 1.0815 -0.4182
O 0.5231 1.9501 0.3379
Si -0.1459 -0.6541 0.3368
Cl -1.9137 -1.5740 -0.1312
H 0.3420 1.1979 -1.4917
H 1.2983 -1.7288 -0.3557
H -0.3379 -0.2726 1.7221
*
```

## Properties
max |F|	3.355	eV/A
energy relative to the best compared isomer or geometry (same formula, charge and spin)	30.12	kcal/mol
orbital gap	9.55	eV
HOMO level	-9.6	eV
E_tot	-23532.10693	eV


3.
Computed, not measured: CH3CoMgO2 as an isolated structure, with ωB97M-V with the def2-TZVPD basis set.

```
! wB97M-V def2-TZVPD RIJCOSX def2/J DEFGRID3
* xyz 1 6
O 1.8101 0.1370 -0.1303
Co 0.3817 1.2596 -0.2362
O -0.9561 0.1371 0.1209
C -2.3360 0.0055 0.0008
Mg 0.9391 -1.4874 0.3288
H -2.5963 -0.8877 -0.5960
H -2.7949 -0.1006 1.0014
H -2.8676 0.8498 -0.4741
*
```

## Properties
max |F|	2.126	eV/A
energy relative to the best compared isomer or geometry (same formula, charge and spin)	0.00	kcal/mol
orbital gap (alpha / beta)	5.27 / 7.87	eV
HOMO level (alpha / beta)	-10.8 / -15.4	eV
E_tot	-48241.70719	eV


4.
Computed, not measured: CH3F2NO4S2 as an isolated structure, with ωB97M-V with the def2-TZVPD basis set.

```
! wB97M-V def2-TZVPD RIJCOSX def2/J DEFGRID3
* xyz 0 1
C 0.7639 0.0099 -0.0867
N -0.2579 -0.1981 0.7424
O 1.6156 -2.4739 -0.5916
O 3.1804 -0.4965 -0.7897
O 2.1020 2.2028 -1.2193
O 2.6855 1.5758 1.0734
F 2.4704 -1.4376 1.4037
F 0.4697 2.5280 0.6237
S 2.1092 -1.1806 -0.2503
S 1.7699 1.6013 0.0130
H 0.9558 0.5551 -2.3659
H -0.5674 0.6427 1.1991
H -0.2933 -1.1340 1.1340
*
```

## Properties
max |F|	5.570	eV/A
energy relative to the best compared isomer or geometry (same formula, charge and spin)	83.71	kcal/mol
orbital gap (alpha / beta)	8.81 / 8.79	eV
HOMO level (alpha / beta)	-9.8 / -10.7	eV
E_tot	-37865.23814	eV


5.
Computed, not measured: CH3F2OP as an isolated structure, with ωB97M-V with the def2-TZVPD basis set.

```
! wB97M-V def2-TZVPD RIJCOSX def2/J DEFGRID3
* xyz 0 1
C -0.2642 -0.4598 0.7940
O 0.4958 0.3727 -1.4805
F -0.4675 -0.1185 2.0760
F -0.7446 -1.7182 0.5840
P -0.6260 0.8876 -0.4639
H 1.0943 -0.5235 0.6772
H 0.2922 -0.1144 -2.3066
H 0.2200 1.6743 0.1198
*
```

## Properties
max |F|	5.350	eV/A
energy relative to the best compared isomer or geometry (same formula, charge and spin)	80.31	kcal/mol
orbital gap	10.08	eV
HOMO level	-9.5	eV
E_tot	-17855.42266	eV


6.
Computed, not measured: CH3F2P as an isolated structure, with ωB97M-V with the def2-TZVPD basis set.

```
! wB97M-V def2-TZVPD RIJCOSX def2/J DEFGRID3
* xyz 0 1
C -0.3643 -0.5689 -0.2185
F -0.5037 -1.3263 -1.3111
F -1.0457 0.9580 -0.5933
P 1.3067 0.1341 0.2288
H -1.0539 -0.7686 0.5144
H 0.8828 1.4286 -0.1390
H 0.7781 0.1431 1.5187
*
```

## Properties
max |F|	5.367	eV/A
energy relative to the best compared isomer or geometry (same formula, charge and spin)	26.33	kcal/mol
orbital gap	11.09	eV
HOMO level	-10.4	eV
E_tot	-15807.17490	eV


7.
Computed, not measured: a 2-piece molecular cluster, CH3F2P overall, with ωB97M-V with the def2-TZVPD basis set.

```
! wB97M-V def2-TZVPD RIJCOSX def2/J DEFGRID3
* xyz 0 3
C -0.0237 -0.6464 -0.4507
F 0.1614 -1.8315 0.1217
F 1.6745 0.8971 -0.1658
P -1.0341 0.6748 0.1523
H 0.4539 -0.7259 -1.5210
H -1.3121 0.1439 1.4291
H 0.0802 1.4879 0.4344
*
```

## Properties
max |F|	4.142	eV/A
orbital gap (alpha / beta)	8.87 / 7.00	eV
HOMO level (alpha / beta)	-7.8 / -10.8	eV
E_tot	-15803.30704	eV


8.
Computed, not measured: one molecule with the formula CH3F3Si, with ωB97M-V with the def2-TZVPD basis set.

```
! wB97M-V def2-TZVPD RIJCOSX def2/J DEFGRID3
* xyz 0 1
F 1.3869 -0.3016 1.2323
C 0.9551 -0.0552 -0.0291
F 1.4496 -1.0409 -0.8073
F 1.5463 1.0936 -0.4321
Si -0.9719 0.0488 -0.0191
H -1.4590 0.9721 -1.0557
H -1.3488 0.5728 1.3062
H -1.5582 -1.2896 -0.1953
*
```

## Properties
max |F|	0.505	eV/A
energy relative to the best compared isomer or geometry (same formula, charge and spin)	149.08	kcal/mol
orbital gap	13.03	eV
HOMO level	-12.2	eV
E_tot	-17115.28202	eV


9.
Computed, not measured: one molecule with the formula CH3F3Si, with ωB97M-V with the def2-TZVPD basis set.

```
! wB97M-V def2-TZVPD RIJCOSX def2/J DEFGRID3
* xyz 0 1
F 2.5794 -0.0643 1.3058
C 2.0834 0.0242 0.0473
F 2.7590 1.0916 -0.4590
F 2.5514 -0.9528 -0.8548
Si 0.1782 -0.0714 -0.0184
H -0.2944 0.2014 -1.3216
H -0.0479 -1.2557 0.8661
H -0.3006 1.1610 0.5858
*
```

## Properties
max |F|	2.532	eV/A
energy relative to the best compared isomer or geometry (same formula, charge and spin)	161.80	kcal/mol
orbital gap	12.99	eV
HOMO level	-12.2	eV
E_tot	-17114.73062	eV


10.
Computed, not measured: a 2-piece molecular cluster, CH3FN2O overall, with ωB97M-V with the def2-TZVPD basis set.

```
! wB97M-V def2-TZVPD RIJCOSX def2/J DEFGRID3
* xyz 0 1
C -0.2548 0.5125 -0.3481
N -0.8512 0.0907 0.7638
N 0.7703 -0.2460 -0.7898
O -0.4767 1.4518 -1.0724
F 1.3740 -1.5958 0.1092
H -0.6143 -0.8585 0.9649
H -1.6348 0.4671 1.1575
H 1.6876 0.1782 -0.7852
*
```

## Properties
max |F|	5.512	eV/A
energy relative to the best compared isomer or geometry (same formula, charge and spin)	46.84	kcal/mol
orbital gap	10.36	eV
HOMO level	-11.3	eV
E_tot	-8828.23743	eV


11.
Computed, not measured: an isolated ion of composition CH3FNO2S and charge -1, with ωB97M-V with the def2-TZVPD basis set.

```
! wB97M-V def2-TZVPD RIJCOSX def2/J DEFGRID3
* xyz -1 1
N -1.1234 -0.7771 0.9128
S 0.6473 -0.2645 0.0560
O 1.4223 -0.2626 1.2571
O 0.8400 -1.3307 -0.9220
C 0.1086 1.0856 -0.8180
F 0.3097 2.0700 0.1772
H -1.7260 -0.0891 0.5707
H -1.2335 -1.6145 0.3646
H 0.7549 1.1829 -1.5985
*
```

## Properties
max |F|	5.408	eV/A
energy relative to the best compared isomer or geometry (same formula, charge and spin)	72.60	kcal/mol
orbital gap	7.79	eV
HOMO level	-3.6	eV
E_tot	-20221.62597	eV


12.
Computed, not measured: CH3FO4PS as an isolated structure, with ωB97M-V with the def2-TZVPD basis set.

```
! wB97M-V def2-TZVPD RIJCOSX def2/J DEFGRID3
* xyz -1 1
C 1.5498 -0.1013 -0.0737
O -1.6086 1.7558 -0.6849
O -0.1688 1.4869 1.3558
O -1.0239 -2.0299 -0.6947
O 0.6503 0.5333 -0.9464
F -2.8671 -0.5812 0.4347
P -0.6209 0.9955 0.0234
S -1.2566 -1.1179 0.4374
H 2.4940 -0.5441 -0.6181
H 1.0598 -1.0804 0.1401
H 1.7920 0.6834 0.6265
*
```

## Properties
max |F|	3.507	eV/A
energy relative to the best compared isomer or geometry (same formula, charge and spin)	18.95	kcal/mol
orbital gap	8.59	eV
HOMO level	-5.0	eV
E_tot	-32120.04416	eV


13.
Computed, not measured: a 2-piece molecular cluster, CH3FOS overall, with ωB97M-V with the def2-TZVPD basis set.

```
! wB97M-V def2-TZVPD RIJCOSX def2/J DEFGRID3
* xyz 0 1
F -0.8056 2.2459 1.2449
C -0.1442 1.4312 0.4329
S 1.4491 1.4109 0.3259
H -0.8244 0.7741 -0.0996
O -0.1695 -1.9774 -0.3708
H -0.2377 -2.2063 -1.3024
H 0.7322 -1.6784 -0.2309
*
```

## Properties
max |F|	0.523	eV/A
energy relative to the best compared isomer or geometry (same formula, charge and spin)	10.25	kcal/mol
orbital gap (alpha / beta)	9.53 / 9.53	eV
HOMO level (alpha / beta)	-9.8 / -9.8	eV
E_tot	-16685.04282	eV


14.
Computed, not measured: one molecule with the formula CH3FOS2, with ωB97M-V with the def2-TZVPD basis set.

```
! wB97M-V def2-TZVPD RIJCOSX def2/J DEFGRID3
* xyz 0 3
C 0.9494 -0.2588 -0.0148
O -0.9998 0.7739 -1.3188
F -0.8522 1.4328 1.1900
S -1.9204 -1.4270 0.2668
S -0.8293 0.0643 -0.1168
H 1.2027 -0.7619 -0.8803
H 1.1205 0.8399 0.0045
H 1.3290 -0.6631 0.8694
*
```

## Properties
max |F|	5.611	eV/A
energy relative to the best compared isomer or geometry (same formula, charge and spin)	15.64	kcal/mol
orbital gap (alpha / beta)	7.50 / 6.71	eV
HOMO level (alpha / beta)	-7.0 / -10.9	eV
E_tot	-27515.73294	eV


15.
Computed, not measured: one molecule with the formula CH3FS2, with ωB97M-V with the def2-TZVPD basis set.

```
! wB97M-V def2-TZVPD RIJCOSX def2/J DEFGRID3
* xyz 0 1
C 0.8180 0.7367 -0.0688
H 1.4449 -1.4757 -0.2961
H 1.1649 1.7618 0.0742
H -2.3542 -0.5105 0.7677
F -2.4814 -0.5497 -0.1535
S 2.1646 -0.3546 -0.1187
S -0.7569 0.3920 -0.2049
*
```

## Properties
max |F|	5.631	eV/A
energy relative to the best compared isomer or geometry (same formula, charge and spin)	45.63	kcal/mol
orbital gap	8.22	eV
HOMO level	-8.4	eV
E_tot	-25471.01223	eV


16.
Computed, not measured: a 2-piece molecular cluster, CH3I2N2 overall, with ωB97M-V with the def2-TZVPD basis set.

```
! wB97M-V def2-TZVPD RIJCOSX def2/J DEFGRID3
* xyz 1 1
C -1.4546 -0.1171 0.2402
N -2.6076 -0.3805 0.0960
N -0.3454 0.4897 0.4289
I 2.7479 0.8543 -1.3121
I 4.5208 -0.6773 -0.0908
H -3.2137 -1.0038 -0.3286
H 0.0070 0.4525 1.3540
H 0.3457 0.3822 -0.3876
*
```

## Properties
max |F|	5.280	eV/A
energy relative to the best compared isomer or geometry (same formula, charge and spin)	9.43	kcal/mol
orbital gap	7.75	eV
HOMO level	-12.7	eV
E_tot	-20259.12049	eV


17.
Computed, not measured: a 2-piece molecular cluster, CH3I2NS overall, with ωB97M-V with the def2-TZVPD basis set.

```
! wB97M-V def2-TZVPD RIJCOSX def2/J DEFGRID3
* xyz 0 1
C 0.2628 0.2048 0.0960
N 1.3104 1.0056 0.4442
S 3.4351 0.2052 -0.6872
I 5.0249 1.7812 0.0588
I 4.1786 -1.9585 0.0303
H -0.6488 0.8262 0.1094
H 0.1080 -0.6351 0.7989
H 0.3361 -0.2031 -0.9262
*
```

## Properties
max |F|	1.510	eV/A
energy relative to the best compared isomer or geometry (same formula, charge and spin)	61.90	kcal/mol
orbital gap (alpha / beta)	7.08 / 7.04	eV
HOMO level (alpha / beta)	-8.5 / -8.3	eV
E_tot	-29608.28947	eV


18.
Computed, not measured: CH3I2P as an isolated structure, with ωB97M-V with the def2-TZVPD basis set.

```
! wB97M-V def2-TZVPD RIJCOSX def2/J DEFGRID3
* xyz 0 1
C 0.9330 -0.5145 0.3888
P -0.1416 -0.4500 -0.9196
I 0.8394 1.8473 2.5849
I 2.9309 -0.5276 -0.1957
H 0.6186 -0.9368 1.2995
H -0.0347 0.8317 -1.3300
H -1.4687 -0.1901 -0.6129
*
```

## Properties
max |F|	2.333	eV/A
energy relative to the best compared isomer or geometry (same formula, charge and spin)	99.21	kcal/mol
orbital gap (alpha / beta)	5.66 / 5.67	eV
HOMO level (alpha / beta)	-8.4 / -8.4	eV
E_tot	-26572.50463	eV


19.
Computed, not measured: CH3I2P as an isolated structure, with ωB97M-V with the def2-TZVPD basis set.

```
! wB97M-V def2-TZVPD RIJCOSX def2/J DEFGRID3
* xyz 0 1
C 0.4840 -0.0545 0.3727
P -1.0111 0.9048 -0.2936
I 2.4883 1.0687 -0.0635
I 0.6950 -2.1889 -0.0858
H 0.4198 0.2072 1.3800
H -2.0292 -0.2159 0.1919
H -1.0468 0.2786 -1.5017
*
```

## Properties
max |F|	2.657	eV/A
energy relative to the best compared isomer or geometry (same formula, charge and spin)	62.22	kcal/mol
orbital gap	8.54	eV
HOMO level	-9.4	eV
E_tot	-26574.10867	eV


20.
Computed, not measured: one molecule with the formula CH3IN2O, with ωB97M-V with the def2-TZVPD basis set.

```
! wB97M-V def2-TZVPD RIJCOSX def2/J DEFGRID3
* xyz 0 1
C -0.6244 -0.2651 -0.7924
N -0.6027 -0.9128 0.4240
N 0.0630 -0.6304 1.4000
O 1.0154 0.4718 1.6345
I 1.9734 1.9463 0.5257
H 0.0932 -0.7711 -1.3864
H -0.3878 0.7247 -0.5641
H -1.5301 -0.5633 -1.2413
*
```

## Properties
max |F|	4.714	eV/A
energy relative to the best compared isomer or geometry (same formula, charge and spin)	79.03	kcal/mol
orbital gap	8.26	eV
HOMO level	-9.6	eV
E_tot	-14209.54025	eV